(1)
Below is C5H4 in the gas phase in a non-equilibrium geometry, with properties calculated with ωB97M-V/def2-TZVPD.

Values from the calculation:
lowest unoccupied orbital energy (spin up / spin down) = -0.42 / -2.77 eV
M = 64.087 Da
Kohn-Sham gap (spin up / spin down) = 9.8329 / 5.3555 eV
charge = 0
relative energy (zero: lowest compared OMol25 entry of this formula, charge and spin) = 513.8 kJ/mol

Positions of all 9 atoms, in Å:
1 C -1.8071 -0.0722 0.1108
2 C -2.9729 -0.4024 0.0455
3 C 0.7213 0.0981 0.1447
4 C 1.6426 -0.7852 0.0927
5 C -0.4696 0.7997 -0.0187
6 H 2.7885 -0.6646 0.0996
7 H 1.2496 -1.7257 -0.1349
8 H -0.5359 1.0877 -1.0026
9 H -0.6165 1.6646 0.6630

(2)
Below is C4H7NO in the gas phase, with properties calculated with ωB97M-V/def2-TZVPD.

Values from the calculation:
lowest unoccupied orbital energy = 1.03 eV
M = 85.106 Da
Kohn-Sham gap = 10.4904 eV
charge = 0
relative energy (zero: lowest compared OMol25 entry of this formula, charge and spin) = 253.6 kJ/mol

Positions of all 13 atoms, in Å:
1 O 0.4334 -0.6946 1.8782
2 C -0.5027 -0.3624 0.8936
3 C -0.4568 1.1021 0.3272
4 C -0.0083 0.5269 -1.0094
5 N 1.1844 -0.2941 -0.7369
6 C -0.1590 -0.8612 -0.5203
7 H 1.2919 -0.6037 1.4332
8 H -1.4672 -0.6639 1.2941
9 H 0.2425 1.7701 0.8370
10 H -1.4471 1.5651 0.2655
11 H -0.1804 0.9260 -2.0041
12 H 1.5455 -0.6496 -1.6192
13 H -0.4761 -1.7608 -1.0389

(3)
Below is C5H7N in the gas phase in a non-equilibrium geometry, with properties calculated with ωB97M-V/def2-TZVPD.

Values from the calculation:
lowest unoccupied orbital energy = 0.73 eV
M = 81.118 Da
Kohn-Sham gap = 9.3771 eV
charge = 0
relative energy (zero: lowest compared OMol25 entry of this formula, charge and spin) = 357.2 kJ/mol

Positions of all 13 atoms, in Å:
1 C -1.2525 0.5480 -0.1974
2 C -0.5757 0.0611 1.0581
3 C 0.6861 -0.2383 0.9717
4 C 1.8732 -0.7579 0.8659
5 N 0.0682 -0.4426 -2.0566
6 C -0.2773 0.5579 -1.3598
7 H -1.5595 1.5801 0.0179
8 H -2.1449 -0.0292 -0.4423
9 H -1.0738 0.1046 2.0219
10 H 1.6893 -1.4527 1.6879
11 H 2.7662 -0.1589 0.7403
12 H -0.4200 -1.2817 -1.7264
13 H 0.2205 1.5098 -1.5812

(4)
Below is 2 unconnected molecules or ions with the total composition C5H13NO2 in a non-equilibrium geometry, with properties calculated with ωB97M-V/def2-TZVPD.

Values from the calculation:
lowest unoccupied orbital energy = 0.75 eV
M = 119.164 Da
Kohn-Sham gap = 9.3088 eV
charge = 0
relative energy (zero: lowest compared OMol25 entry of this formula, charge and spin) = 332.8 kJ/mol

Positions of all 21 atoms, in Å:
1 C 0.9350 1.5437 -2.0692
2 C 0.6373 1.4813 -0.5910
3 N -0.4096 0.5574 -0.4934
4 C -1.5412 -1.4975 0.3294
5 C -0.5295 -0.3402 0.6297
6 C -1.2399 0.4482 1.8307
7 O -0.6390 1.2205 2.4921
8 H 0.1899 2.3261 -2.4203
9 H 1.9351 1.8630 -2.1215
10 H 0.6776 0.7475 -2.7444
11 H 1.5797 1.1936 -0.0255
12 H 0.5101 2.5991 -0.1813
13 H -1.3783 0.9518 -0.7392
14 H -1.1643 -2.0459 -0.5810
15 H -2.5423 -1.2737 -0.1194
16 H -1.6707 -2.2302 1.1575
17 H 0.4855 -0.7599 0.8914
18 H -2.2893 0.2646 1.9688
19 H 1.4624 -2.8696 -0.8598
20 H 2.3933 -1.9707 -1.5017
21 O 2.2775 -2.7843 -1.2481

(5)
Below is a molecular structure, C16H19BN6SeV in a non-equilibrium geometry, with properties calculated with ωB97M-V/def2-TZVPD.

Values from the calculation:
lowest unoccupied orbital energy (spin up / spin down) = -10.23 / -10.15 eV
M = 436.086 Da
Kohn-Sham gap (spin up / spin down) = 2.9112 / 4.2811 eV
charge = +2
⟨S²⟩ = 4.075
spin multiplicity = 4
relative energy (zero: lowest compared OMol25 entry of this formula, charge and spin) = 509.7 kJ/mol

Positions of all 44 atoms, in Å:
1 C 2.8537 -0.3939 -0.0587
2 N 1.5843 -0.3084 -0.5077
3 N 1.6571 0.1352 -1.8302
4 C 2.9607 0.2252 -2.2055
5 C 3.7568 -0.0565 -1.0888
6 B 0.4166 0.3254 -2.7376
7 N -0.6605 -0.7426 -2.3862
8 N -1.1715 -1.0196 -1.1086
9 C -2.0372 -2.0569 -1.2741
10 C -1.9781 -2.5215 -2.5956
11 C -1.1235 -1.6601 -3.2658
12 V -0.1311 -0.9121 0.7098
13 N -0.2365 1.7699 -2.6448
14 N -0.8671 2.1696 -1.4815
15 C -1.3861 3.3581 -1.6492
16 C -1.1384 3.7813 -2.9915
17 C -0.3944 2.7420 -3.5801
18 H -1.9270 3.8432 -0.8280
19 H 0.0022 2.6335 -4.5648
20 H -1.4809 4.6867 -3.4005
21 H 0.7142 0.1867 -3.9109
22 H -0.7804 -1.6739 -4.2923
23 H 3.2377 0.4309 -3.2257
24 H -2.4603 -3.4002 -2.9949
25 H 4.8208 -0.0290 -1.0369
26 H -2.5854 -2.4528 -0.4292
27 H 3.0526 -0.7197 0.9428
28 H -1.9820 -1.0352 1.6455
29 C -1.2249 -1.6967 2.0501
30 H -1.1909 -2.6739 1.5718
31 H -0.1749 -1.2209 2.2726
32 H -1.6028 -1.8844 3.0559
33 Se -0.2615 1.2463 1.7944
34 C 0.4289 0.7070 3.5223
35 C -0.3529 1.1214 4.6186
36 C -0.2519 0.4604 5.8415
37 C 0.6955 -0.5575 6.0240
38 C 1.5907 -0.8496 4.9908
39 C 1.5069 -0.1739 3.7611
40 H -1.0564 1.9381 4.4766
41 H -0.9098 0.7458 6.6620
42 H 0.7394 -1.1027 6.9709
43 H 2.3594 -1.6101 5.1536
44 H 2.2582 -0.3461 2.9869

(6)
Below is 9 unconnected molecules or ions with the total composition C21H62BNO9S8 in a non-equilibrium geometry, with properties calculated with ωB97M-V/def2-TZVPD.

Values from the calculation:
lowest unoccupied orbital energy = 0.49 eV
M = 740.073 Da
Kohn-Sham gap = 8.8126 eV
charge = 0

Positions of all 102 atoms, in Å:
1 C -0.4882 -1.1464 -1.8934
2 C 0.6732 -1.5924 -2.9604
3 N 2.0908 -1.2765 -2.5395
4 B 2.5186 -2.3148 -1.5073
5 C 3.7593 -2.0684 -0.4270
6 C 3.0716 -2.0529 1.0688
7 C 4.1252 -2.3515 2.2988
8 O 2.4399 -0.7440 1.2975
9 H -0.2051 -1.2688 -0.7647
10 H -1.4094 -1.8826 -2.0793
11 H -0.8435 -0.0210 -2.0385
12 H 0.4973 -1.0685 -4.0176
13 H 0.5769 -2.7599 -3.1799
14 H 2.2066 -0.3033 -2.1809
15 H 1.9099 -3.3444 -1.4365
16 H 4.4896 -2.9998 -0.5059
17 H 4.3081 -1.0385 -0.6544
18 H 2.2413 -2.8927 1.1098
19 H 3.5207 -2.3918 3.3267
20 H 4.7464 -3.3430 2.1514
21 H 4.9168 -1.4636 2.3574
22 H 3.1474 -0.0647 1.0720
23 C -2.7902 -3.4837 -5.2722
24 S -1.6605 -4.7369 -4.6196
25 O -0.2658 -4.2018 -4.7559
26 C -1.9184 -5.9298 -5.9551
27 H -2.7655 -2.6148 -4.6103
28 H -2.4767 -3.1840 -6.2750
29 H -3.8052 -3.8869 -5.3011
30 H -1.6595 -5.4772 -6.9154
31 H -2.9626 -6.2506 -5.9610
32 H -1.2756 -6.7953 -5.7779
33 C 2.9526 -2.2337 8.1866
34 S 3.7231 -3.4199 7.0588
35 O 4.6592 -4.2685 7.8673
36 C 4.7231 -2.2035 6.1682
37 H 2.3016 -2.7795 8.8737
38 H 3.7213 -1.7073 8.7574
39 H 2.3557 -1.5201 7.6138
40 H 5.3812 -1.6787 6.8652
41 H 4.0667 -1.4909 5.6634
42 H 5.3279 -2.7273 5.4242
43 C -2.1746 2.9519 -0.7551
44 S -3.3611 1.6278 -1.0897
45 O -2.9239 0.9377 -2.3478
46 C -4.7384 2.7197 -1.5186
47 H -1.2131 2.5006 -0.4987
48 H -2.0552 3.5793 -1.6415
49 H -2.5268 3.5535 0.0861
50 H -4.4588 3.3619 -2.3573
51 H -5.0042 3.3292 -0.6518
52 H -5.5949 2.1043 -1.8038
53 C -5.6283 5.9266 -6.2689
54 S -6.1427 4.2216 -5.9508
55 O -6.9615 4.2246 -4.6940
56 C -4.4946 3.6090 -5.5250
57 H -6.5133 6.5155 -6.5212
58 H -5.1558 6.3467 -5.3779
59 H -4.9299 5.9464 -7.1088
60 H -4.0928 4.1741 -4.6804
61 H -3.8344 3.7069 -6.3899
62 H -4.5752 2.5549 -5.2496
63 C 0.3425 -2.5583 -7.2600
64 S -0.1353 -0.8653 -6.8379
65 O -1.6324 -0.8271 -6.7524
66 C 0.3376 -0.1397 -8.4263
67 H 0.1008 -3.2085 -6.4159
68 H -0.2069 -2.8923 -8.1433
69 H 1.4177 -2.5975 -7.4497
70 H -0.2114 -0.6250 -9.2369
71 H 1.4129 -0.2604 -8.5767
72 H 0.0925 0.9249 -8.4097
73 C 4.0585 -5.6144 12.9831
74 S 3.2767 -5.1324 11.4245
75 O 1.8833 -5.6881 11.4280
76 C 4.2869 -6.2037 10.3734
77 H 3.5576 -5.0897 13.8002
78 H 3.9617 -6.6924 13.1318
79 H 5.1135 -5.3311 12.9651
80 H 4.1761 -7.2451 10.6853
81 H 5.3341 -5.9006 10.4433
82 H 3.9483 -6.0974 9.3401
83 C 5.5860 1.5786 10.1469
84 S 6.0684 0.6781 8.6539
85 O 5.4725 -0.6956 8.7434
86 C 7.8209 0.5397 9.0812
87 H 4.5069 1.7469 10.1180
88 H 5.8374 0.9927 11.0342
89 H 6.1011 2.5416 10.1747
90 H 7.9328 0.0188 10.0353
91 H 8.2607 1.5376 9.1449
92 H 8.3268 -0.0286 8.2972
93 C -8.0353 10.8067 -6.2670
94 S -8.5370 9.0688 -6.2423
95 O -7.3279 8.2455 -6.5747
96 C -9.5635 9.1530 -7.7297
97 H -7.3486 10.9823 -5.4354
98 H -7.5302 11.0364 -7.2082
99 H -8.9158 11.4425 -6.1486
100 H -8.9630 9.4863 -8.5796
101 H -10.3925 9.8444 -7.5620
102 H -9.9605 8.1562 -7.9358

- What is the M in the first record?
  64.087 Da

- The highest M belongs to which entry?
  C21H62BNO9S8